# 1
This record from the Open Molecules 2025 dataset describes a cluster of 17 separate species, C35H89N4O19S in total in a non-equilibrium geometry. The level of theory is ωB97M-V/def2-TZVPD.

Each line ends with the Löwdin charge.
Element x y z (Å)
C (-2.6211, 6.0007, -1.7307)  0.171
C (-2.4758, 4.7832, -1.6709)  -0.040
C (-2.1422, 3.3289, -1.2710)  -0.049
N (-2.7624, 2.6798, -0.2126)  0.055
N (-2.6136, 1.4877, 0.3090)  0.143
C (-1.7063, 0.6504, -0.2831)  -0.118
C (-1.5014, -0.7913, 0.3168)  -0.171
C (-2.6529, -1.8388, -0.0511)  -0.429
S (-3.1259, -2.7175, 1.5328)  0.929
C (-4.3653, -1.6099, 2.3280)  -0.523
N (-4.9187, -0.6623, 1.4981)  -0.005
N (-5.7939, 0.0443, 2.2752)  0.015
C (-5.7707, -0.4773, 3.5522)  -0.079
O (-4.8706, -1.5755, 3.6449)  -0.013
C (-0.9311, 1.1328, -1.4946)  -0.004
C (0.0973, 0.1506, -2.1999)  -0.114
C (-0.7927, -0.8955, -3.0400)  -0.168
C (0.0596, -1.7343, -4.1054)  -0.173
C (0.0006, -3.2699, -3.6277)  -0.167
C (0.5875, -4.2902, -4.6973)  -0.199
O (1.3034, -5.3165, -3.9419)  -0.207
C (2.7103, -5.2770, -4.2549)  -0.273
C (3.5494, -6.2798, -3.3359)  -0.085
C (-1.0954, 2.5214, -2.0404)  -0.027
C (-0.3005, 3.1012, -3.2596)  -0.063
C (1.2017, 3.3360, -2.7329)  -0.165
O (1.3335, 3.8365, -1.6116)  0.020
H (-2.5603, 7.1264, -1.6696)  0.096
H (-3.4854, 3.2585, 0.2542)  0.191
H (-1.5089, -0.6839, 1.4538)  0.110
H (-0.4537, -1.1351, 0.0588)  0.116
H (-2.1673, -2.6570, -0.6814)  0.080
H (-3.5438, -1.3969, -0.5792)  0.091
H (-6.3954, -0.0657, 4.3868)  0.143
H (0.6894, 0.7435, -2.9756)  0.110
H (0.7930, -0.3571, -1.4720)  0.122
H (-1.3314, -1.6239, -2.3627)  0.079
H (-1.5814, -0.2779, -3.5812)  0.124
H (-0.5167, -1.6953, -5.0911)  0.123
H (1.1214, -1.3680, -4.2349)  0.114
H (0.6178, -3.3659, -2.6848)  0.121
H (-1.0582, -3.6015, -3.3944)  0.114
H (-0.2285, -4.8567, -5.2579)  0.133
H (1.2556, -3.7939, -5.4703)  0.122
H (3.0909, -4.2219, -4.0714)  0.119
H (2.8811, -5.5559, -5.3481)  0.125
H (3.0583, -7.2989, -3.2627)  0.079
H (3.6451, -5.8766, -2.2723)  0.075
H (4.6119, -6.4139, -3.7142)  0.076
H (-0.7083, 4.1473, -3.4669)  0.127
H (-0.3054, 2.4528, -4.1813)  0.127
H (2.1251, 3.0301, -3.3122)  0.127
C (1.8672, 1.5072, -6.6709)  -0.139
O (2.1843, 2.6362, -5.8585)  -0.142
H (1.7974, 0.6257, -6.0348)  0.063
H (0.9089, 1.6689, -7.1711)  0.084
H (2.6536, 1.3563, -7.4118)  0.085
H (2.2412, 3.4023, -6.4427)  0.092
C (4.2548, 1.6268, -1.0074)  -0.144
O (3.8552, 2.7528, -1.7748)  -0.150
H (5.1333, 1.1790, -1.4713)  0.072
H (4.5038, 1.9415, 0.0091)  0.085
H (3.4448, 0.8911, -0.9835)  0.067
H (3.0724, 3.1337, -1.3449)  0.027
C (-2.7515, -2.8090, 5.1405)  -0.161
O (-1.5544, -3.0701, 5.8601)  -0.118
H (-2.6414, -1.8761, 4.5912)  0.066
H (-2.9490, -3.6209, 4.4353)  0.068
H (-3.5823, -2.7181, 5.8442)  0.088
H (-1.6827, -3.9000, 6.3371)  0.097
C (-0.0420, -1.6676, 9.0689)  -0.162
O (-0.2764, -1.2299, 7.7360)  -0.142
H (0.5923, -0.9386, 9.5737)  0.074
H (-0.9907, -1.7503, 9.6017)  0.054
H (0.4638, -2.6375, 9.0523)  0.079
H (-0.8399, -1.8931, 7.3122)  0.027
C (5.4372, -1.9498, -0.8224)  -0.166
O (5.5924, -2.0330, -2.2327)  -0.135
H (4.3773, -1.8460, -0.5908)  0.072
H (5.8222, -2.8588, -0.3541)  0.079
H (5.9775, -1.0778, -0.4446)  0.072
H (6.5359, -2.1240, -2.4122)  0.076
C (-3.5209, 4.3353, -5.8930)  -0.125
O (-3.3499, 3.6656, -4.6465)  -0.161
H (-3.6108, 3.5900, -6.6818)  0.086
H (-4.4280, 4.9420, -5.8648)  0.089
H (-2.6544, 4.9706, -6.0926)  0.079
H (-3.2730, 4.3473, -3.9649)  0.035
C (-3.1711, -1.7465, 12.4987)  -0.155
O (-1.9817, -1.9859, 11.7577)  -0.140
H (-3.9429, -1.3913, 11.8168)  0.078
H (-3.5059, -2.6732, 12.9713)  0.076
H (-2.9855, -0.9862, 13.2614)  0.077
H (-1.3152, -2.2986, 12.3814)  0.082
C (4.7128, -1.7595, -6.7964)  -0.143
O (3.6017, -0.8951, -6.5852)  -0.160
H (4.3476, -2.7144, -7.1746)  0.078
H (5.3901, -1.3157, -7.5289)  0.083
H (5.2390, -1.9215, -5.8536)  0.068
H (3.9512, -0.0583, -6.2514)  0.021
C (-7.8339, 3.1381, 1.4647)  -0.166
O (-7.9906, 2.3647, 0.2849)  -0.130
H (-8.2289, 4.1373, 1.2847)  0.081
H (-8.3859, 2.6737, 2.2860)  0.065
H (-6.7723, 3.2085, 1.7196)  0.062
H (-7.6339, 1.4866, 0.4706)  0.055
C (8.1681, -3.9525, -6.5529)  -0.152
O (7.8568, -2.6039, -6.2264)  -0.139
H (7.3320, -4.3812, -7.1043)  0.078
H (9.0654, -3.9851, -7.1755)  0.078
H (8.3296, -4.5275, -5.6376)  0.075
H (8.6098, -2.2472, -5.7404)  0.076
C (-9.4719, -0.9260, 4.0677)  -0.155
O (-9.2224, 0.4721, 4.0236)  -0.135
H (-10.3878, -1.1045, 4.6290)  0.084
H (-9.5908, -1.3095, 3.0513)  0.082
H (-8.6397, -1.4329, 4.5645)  0.065
H (-8.4082, 0.5990, 3.5209)  0.029
C (6.3320, 2.1573, -5.1888)  -0.132
O (5.2116, 1.7371, -5.9577)  -0.137
H (7.2000, 2.2253, -5.8433)  0.083
H (6.1324, 3.1378, -4.7503)  0.081
H (6.5319, 1.4298, -4.3980)  0.076
H (4.4577, 1.6867, -5.3549)  0.054
C (3.8697, -2.1421, 9.0083)  -0.160
O (4.0083, -2.8311, 10.2415)  -0.122
H (3.7951, -2.8716, 8.2021)  0.082
H (2.9633, -1.5319, 9.0295)  0.065
H (4.7438, -1.5083, 8.8431)  0.056
H (4.0720, -2.1618, 10.9366)  0.059
C (5.2515, 0.7546, 10.5494)  -0.158
O (4.6362, 0.2308, 11.7198)  -0.126
H (5.7290, -0.0616, 10.0102)  0.064
H (4.4929, 1.2155, 9.9116)  0.082
H (6.0063, 1.4942, 10.8272)  0.079
H (4.2206, 0.9694, 12.1803)  0.080
C (-5.6621, 0.8186, -5.1906)  -0.161
O (-5.9940, 2.1588, -4.8642)  -0.134
H (-6.4862, 0.3799, -5.7520)  0.081
H (-4.7567, 0.7998, -5.8044)  0.071
H (-5.5025, 0.2424, -4.2746)  0.070
H (-5.2485, 2.5245, -4.3680)  0.041
C (-0.7233, 8.2911, 1.4533)  -0.142
O (-0.8751, 7.4659, 0.3025)  -0.154
H (-1.1443, 9.2723, 1.2387)  0.083
H (-1.2542, 7.8479, 2.2990)  0.079
H (0.3366, 8.3979, 1.6941)  0.081
H (-0.4955, 6.6052, 0.5172)  0.073

Calculated values
E_LUMO = -4.41 eV
charge = +1
gap between HOMO and LUMO = 6.446 eV
E_HOMO = -10.860 eV

=====

# 2
This record from the Open Molecules 2025 dataset describes a cluster of 11 separate species, C35H93N7O18 in total in a non-equilibrium geometry. The level of theory is ωB97M-V/def2-TZVPD.

Each line ends with the Löwdin charge.
Element x y z (Å)
C (-1.4275, -4.1357, -4.2037)  -0.081
C (-0.8781, -2.7978, -4.6887)  -0.285
O (0.1370, -2.4670, -3.7854)  -0.101
H (-1.6068, -4.1244, -3.1286)  0.066
H (-0.9059, -5.0622, -4.4441)  0.068
H (-2.2354, -4.3570, -4.9012)  0.067
H (-1.6260, -2.0182, -4.5440)  0.106
H (-0.5643, -2.7751, -5.7323)  0.113
H (-0.2378, -2.1008, -2.9810)  0.065
C (4.6377, -1.4627, -3.4501)  -0.067
C (3.6976, -1.5502, -2.1986)  -0.268
O (3.6492, -2.8772, -1.6339)  -0.112
H (4.1481, -1.7855, -4.3689)  0.065
H (5.5582, -2.0366, -3.3433)  0.061
H (5.1295, -0.4899, -3.4593)  0.056
H (2.6641, -1.2078, -2.2503)  0.106
H (4.0911, -1.0252, -1.3281)  0.069
H (2.8371, -3.3749, -1.7538)  0.031
C (-0.2511, -4.6225, -0.8349)  -0.085
C (0.6133, -5.4450, -1.7263)  -0.329
O (1.5241, -4.6340, -2.4287)  -0.087
H (-1.0366, -5.1937, -0.3400)  0.078
H (-0.9214, -3.8647, -1.2404)  0.043
H (0.2832, -4.0893, -0.0486)  0.075
H (0.1359, -6.1854, -2.3682)  0.100
H (1.2740, -6.1026, -1.1615)  0.105
H (0.9170, -4.0034, -2.8229)  0.034
C (-4.2679, -0.8472, -2.7143)  -0.050
C (-4.8464, 0.0109, -3.8899)  -0.353
O (-4.0499, 1.0941, -4.0853)  -0.084
H (-3.1822, -0.8554, -2.8104)  0.045
H (-4.5686, -1.8932, -2.7724)  0.059
H (-4.5678, -0.4834, -1.7315)  0.057
H (-5.8494, 0.3884, -3.6909)  0.099
H (-4.9878, -0.3683, -4.9020)  0.099
H (-4.5999, 1.8800, -4.1233)  0.084
C (1.9583, 1.8440, 3.1060)  -0.093
O (1.8151, 2.9635, 4.0244)  -0.189
C (1.7675, 2.4834, 5.3846)  -0.224
C (1.6862, 3.7236, 6.2889)  -0.175
N (3.0127, 4.3318, 6.5767)  -0.068
C (3.9620, 4.6832, 5.5067)  -0.208
C (5.1398, 5.4218, 6.1917)  -0.178
O (5.5921, 4.6230, 7.3662)  -0.226
C (6.4751, 5.3992, 8.2378)  -0.092
H (1.7405, 2.2089, 2.1023)  0.079
H (1.2507, 1.0194, 3.1925)  0.069
H (2.9367, 1.3651, 3.1449)  0.076
H (2.6640, 1.8972, 5.5865)  0.113
H (0.9271, 1.8209, 5.5914)  0.105
H (1.2719, 3.3637, 7.2307)  0.105
H (0.9189, 4.3923, 5.8987)  0.114
H (3.5808, 3.7255, 7.1508)  0.087
H (3.3897, 5.1768, 4.7214)  0.121
H (4.3969, 3.8074, 5.0250)  0.105
H (4.8630, 6.4219, 6.5252)  0.112
H (5.8691, 5.4107, 5.3816)  0.109
H (5.9209, 6.1890, 8.7449)  0.080
H (7.3486, 5.7536, 7.6905)  0.079
H (6.7787, 4.6545, 8.9736)  0.079
C (-5.9973, -4.9791, -2.1532)  -0.128
O (-5.3808, -4.1768, -1.1578)  -0.216
C (-6.2293, -3.7003, -0.0767)  -0.199
C (-5.5864, -3.0808, 1.1718)  -0.151
N (-4.8432, -1.8823, 0.6790)  -0.059
C (-4.1908, -0.9593, 1.5545)  -0.207
C (-4.7828, 0.4349, 1.7834)  -0.157
O (-5.7916, 0.2297, 2.8188)  -0.200
C (-6.8008, 1.1689, 2.7933)  -0.160
H (-6.5882, -5.8651, -1.9209)  0.082
H (-5.1179, -5.3394, -2.6871)  0.079
H (-6.4293, -4.3213, -2.9074)  0.079
H (-6.8733, -4.5201, 0.2415)  0.105
H (-6.8425, -2.9884, -0.6293)  0.118
H (-4.8406, -3.6395, 1.7374)  0.110
H (-6.4630, -2.7708, 1.7405)  0.115
H (-4.1527, -2.1634, -0.0024)  0.087
H (-3.2538, -0.7684, 1.0314)  0.097
H (-3.8117, -1.5329, 2.4003)  0.106
H (-5.3625, 0.7191, 0.9052)  0.102
H (-4.0880, 1.2568, 1.9561)  0.109
H (-7.2110, 1.1936, 1.7837)  0.081
H (-6.4134, 2.1744, 2.9574)  0.079
H (-7.5509, 1.0601, 3.5767)  0.082
C (-0.1841, -6.6258, 3.2606)  -0.141
O (-0.4330, -5.2473, 3.4435)  -0.230
C (-1.6676, -4.7599, 4.2366)  -0.122
C (-2.1930, -3.3338, 4.0753)  -0.209
N (-1.7423, -2.3191, 5.0621)  -0.063
C (-0.4362, -1.6797, 4.7282)  -0.161
C (0.3513, -1.2181, 5.9973)  -0.236
O (1.6357, -0.7677, 5.6997)  -0.229
C (2.6556, -1.7315, 5.1853)  -0.041
H (0.5722, -6.7790, 2.4908)  0.081
H (-1.0383, -7.1313, 2.8101)  0.074
H (0.0414, -7.0119, 4.2546)  0.078
H (-1.3748, -4.9564, 5.2680)  0.104
H (-2.5056, -5.4450, 4.1079)  0.103
H (-3.2680, -3.3361, 4.2553)  0.105
H (-2.0072, -2.9946, 3.0562)  0.110
H (-1.7920, -2.7735, 5.9627)  0.088
H (-0.4310, -0.8634, 4.0059)  0.112
H (0.1266, -2.4666, 4.2261)  0.099
H (0.5254, -2.0713, 6.6530)  0.104
H (-0.1543, -0.5128, 6.6567)  0.119
H (3.6340, -1.2515, 5.2053)  0.087
H (2.3424, -2.1816, 4.2433)  0.063
H (2.6910, -2.5817, 5.8665)  0.079
C (4.1165, 6.6750, -9.5434)  -0.117
O (2.7822, 6.7469, -9.0651)  -0.224
C (1.8866, 5.6156, -9.3868)  -0.160
C (2.5172, 4.3392, -8.7724)  -0.229
N (2.9370, 4.5933, -7.3927)  -0.051
C (1.8350, 4.2055, -6.4610)  -0.187
C (2.3544, 4.1581, -5.0552)  -0.206
O (1.4040, 3.4076, -4.2660)  -0.202
C (1.9297, 2.8426, -3.0776)  -0.112
H (4.4822, 7.6926, -9.4065)  0.087
H (4.1981, 6.5148, -10.6185)  0.086
H (4.7010, 5.9490, -8.9782)  0.082
H (1.6129, 5.4213, -10.4238)  0.110
H (0.9365, 5.8921, -8.9296)  0.113
H (3.3703, 4.0533, -9.3877)  0.098
H (1.8817, 3.4679, -8.9307)  0.113
H (2.9801, 5.6023, -7.3785)  0.081
H (1.4309, 3.2606, -6.8243)  0.122
H (1.0804, 4.9915, -6.4899)  0.118
H (2.3819, 5.1509, -4.6062)  0.122
H (3.3185, 3.6547, -4.9831)  0.118
H (2.1405, 3.6656, -2.3947)  0.087
H (2.7529, 2.1420, -3.2169)  0.081
H (1.2836, 2.1734, -2.5095)  0.071
C (4.0210, -2.3223, 1.8505)  0.081
N (4.1227, -0.8875, 1.2034)  -0.376
O (3.0734, -0.3211, 0.8775)  0.034
O (5.2626, -0.3605, 1.1961)  0.016
H (3.9598, -2.0315, 2.8992)  0.056
H (4.9941, -2.7498, 1.6088)  0.086
H (3.2589, -2.9996, 1.4649)  0.095
C (-2.6377, 3.0090, -1.0109)  0.049
N (-3.4640, 3.9867, -0.2479)  -0.435
O (-4.1901, 3.5603, 0.5980)  0.067
O (-3.5298, 5.1516, -0.6589)  0.034
H (-2.1647, 3.4377, -1.8944)  0.101
H (-3.1596, 2.0786, -1.2349)  0.098
H (-1.8155, 2.7112, -0.3601)  0.079
C (-0.0662, 0.3447, -0.0643)  0.006
N (-0.8399, -0.9930, -0.0574)  -0.593
O (-0.6525, -1.6612, 0.9097)  -0.122
O (-1.6019, -1.3127, -1.0210)  -0.176
H (-0.0564, 0.6790, 0.9731)  0.056
H (-0.4763, 1.1050, -0.7290)  0.039
H (0.9495, 0.0325, -0.3073)  0.047

Calculated values
E_LUMO (alpha / beta) = 2.19 / 2.19 eV
2S+1 = 2
charge = -1
gap between HOMO and LUMO (alpha / beta) = 3.758 / 7.577 eV
E_HOMO (alpha / beta) = -1.567 / -5.387 eV